# C72H198N18O18

18 unconnected molecules or ions with the total composition C72H198N18O18 at a distorted geometry (ωB97M-V/def2-TZVPD, the OMol25 dataset).

Results
Electronic energy: -5201.4578 Ha
Multiplicity: 1
LUMO energy: 0.45 eV
HOMO: -8.63 eV
Energy relative to the best compared isomer or geometry (same formula, charge and spin): 89.6 kcal per mole

XYZ file:
```
306
C72H198N18O18 | the OMol25 dataset | ωB97M-V/def2-TZVPD
C -5.61 2.86 -3.33
C -7.07 3.18 -2.94
C -8.09 2.14 -3.45
O -9.38 2.64 -3.07
C -10.38 1.63 -3.38
N -7.14 3.36 -1.50
H -5.47 3.14 -4.37
H -5.49 1.78 -3.32
H -4.83 3.30 -2.71
H -7.31 4.17 -3.33
H -7.95 1.16 -2.99
H -7.98 1.93 -4.51
H -11.38 1.99 -3.11
H -10.26 0.75 -2.76
H -10.33 1.45 -4.46
H -7.37 2.51 -1.01
H -7.95 3.94 -1.34
C -0.80 5.19 6.38
C -0.90 4.32 5.16
C 0.37 4.34 4.24
O 0.60 5.73 3.96
C 1.91 5.98 3.42
N -1.23 2.95 5.57
H -0.60 6.24 6.18
H 0.04 4.90 7.00
H -1.74 5.05 6.93
H -1.73 4.68 4.55
H 0.26 3.79 3.30
H 1.26 4.01 4.78
H 2.06 5.32 2.56
H 2.60 5.91 4.26
H 1.94 7.01 3.07
H -0.51 2.40 6.02
H -1.48 2.40 4.76
C -4.90 4.74 5.39
C -5.33 3.26 5.13
C -5.14 2.88 3.63
O -6.00 3.66 2.78
C -7.32 3.21 2.73
N -4.55 2.38 5.99
H -4.05 5.06 4.80
H -4.64 4.91 6.44
H -5.68 5.45 5.08
H -6.38 3.07 5.31
H -5.28 1.81 3.45
H -4.11 3.11 3.36
H -7.37 2.26 2.21
H -7.70 4.04 2.14
H -7.85 3.12 3.68
H -4.28 2.90 6.82
H -3.68 2.26 5.50
C 2.73 -1.77 7.66
C 2.03 -0.43 7.59
C 0.51 -0.43 7.99
O 0.04 0.88 8.10
C -1.34 1.02 8.55
N 2.77 0.37 8.52
H 2.72 -2.21 8.66
H 3.76 -1.62 7.32
H 2.24 -2.43 6.95
H 2.20 0.05 6.63
H 0.37 -1.02 8.89
H 0.01 -0.98 7.19
H -1.41 0.70 9.59
H -2.08 0.39 8.05
H -1.71 2.04 8.45
H 2.60 -0.03 9.44
H 2.32 1.27 8.56
C -6.88 -0.27 8.76
C -5.38 -0.52 8.80
C -5.02 -1.69 9.69
O -3.63 -1.90 9.72
C -3.16 -3.11 10.23
N -4.92 -0.69 7.45
H -7.44 -0.93 8.11
H -7.13 0.74 8.44
H -7.29 -0.36 9.77
H -4.75 0.29 9.19
H -5.48 -2.61 9.33
H -5.34 -1.53 10.72
H -3.42 -3.24 11.28
H -2.12 -3.37 10.04
H -3.61 -3.93 9.66
H -3.95 -0.96 7.59
H -4.86 0.16 6.91
C -3.20 12.90 6.49
C -3.88 11.51 6.56
C -2.94 10.29 6.39
O -3.78 9.14 6.25
C -2.96 7.95 6.26
N -4.71 11.44 7.73
H -2.55 12.92 5.61
H -2.63 13.24 7.35
H -3.97 13.65 6.29
H -4.55 11.53 5.71
H -2.29 10.24 7.26
H -2.36 10.50 5.50
H -3.64 7.10 6.30
H -2.29 7.87 7.11
H -2.42 7.94 5.31
H -4.05 11.32 8.48
H -5.03 10.48 7.73
C -2.66 -0.14 -1.03
C -3.43 1.14 -0.60
C -4.73 0.64 0.14
O -5.54 -0.13 -0.73
C -6.83 -0.50 -0.22
N -2.65 1.88 0.37
H -1.73 0.17 -1.50
H -3.25 -0.75 -1.71
H -2.43 -0.75 -0.16
H -3.62 1.66 -1.54
H -5.29 1.53 0.42
H -4.55 0.00 1.01
H -7.44 -0.82 -1.06
H -7.34 0.34 0.26
H -6.78 -1.31 0.50
H -1.81 2.04 -0.16
H -3.18 2.75 0.35
C -5.61 6.35 0.41
C -4.32 5.44 0.28
C -3.22 5.77 1.30
O -2.75 7.09 1.03
C -1.97 7.68 2.10
N -4.68 4.07 0.32
H -6.47 5.90 -0.08
H -5.44 7.35 0.01
H -5.84 6.41 1.47
H -3.84 5.66 -0.67
H -2.38 5.08 1.21
H -3.61 5.77 2.32
H -2.58 8.03 2.94
H -1.41 8.56 1.80
H -1.21 6.97 2.41
H -5.42 3.73 -0.28
H -5.07 3.97 1.25
C -8.07 -4.37 3.61
C -9.20 -3.27 3.35
C -8.58 -1.83 3.35
O -7.90 -1.70 4.60
C -7.22 -0.45 4.72
N -9.71 -3.58 1.99
H -7.24 -4.44 2.92
H -8.54 -5.36 3.63
H -7.72 -4.25 4.64
H -10.05 -3.40 4.03
H -9.29 -1.05 3.10
H -7.96 -1.74 2.46
H -6.44 -0.44 5.48
H -7.86 0.40 4.93
H -6.71 -0.04 3.85
H -10.16 -2.78 1.59
H -10.38 -4.34 2.06
C -10.27 1.55 6.97
C -10.69 2.84 6.42
C -11.30 2.72 5.04
O -10.34 2.17 4.13
C -10.72 2.37 2.82
N -11.56 3.53 7.33
H -9.85 1.59 7.97
H -9.54 1.15 6.28
H -11.11 0.85 6.95
H -9.76 3.40 6.38
H -11.60 3.71 4.71
H -12.25 2.18 5.06
H -11.31 1.56 2.40
H -9.77 2.53 2.29
H -11.20 3.34 2.66
H -10.99 3.67 8.15
H -11.79 4.41 6.89
C -7.04 9.12 7.47
C -6.80 8.09 8.57
C -6.71 6.61 8.02
O -6.76 5.79 9.18
C -6.58 4.37 8.91
N -5.54 8.57 9.13
H -6.36 9.00 6.62
H -6.97 10.17 7.74
H -8.06 8.87 7.16
H -7.53 8.34 9.34
H -5.87 6.47 7.35
H -7.49 6.47 7.27
H -5.86 4.22 8.11
H -7.52 3.98 8.51
H -6.29 3.73 9.73
H -4.87 7.93 8.73
H -5.50 8.34 10.11
C -10.79 7.73 6.79
C -11.42 6.97 5.62
C -10.29 6.25 4.78
O -9.44 7.19 4.12
C -8.47 6.64 3.20
N -12.32 6.01 6.12
H -10.35 8.57 6.25
H -10.03 7.10 7.23
H -11.58 8.10 7.45
H -12.00 7.70 5.04
H -10.72 5.73 3.93
H -9.78 5.47 5.35
H -7.79 6.04 3.80
H -7.89 7.44 2.75
H -9.04 6.08 2.45
H -12.91 6.56 6.73
H -12.88 5.67 5.35
C -1.21 6.10 10.83
C -2.33 5.32 10.19
C -2.73 4.20 11.11
O -3.65 3.31 10.46
C -4.39 2.45 11.30
N -3.46 6.26 9.92
H -1.53 6.59 11.75
H -0.80 6.82 10.12
H -0.38 5.45 11.09
H -1.97 4.84 9.28
H -3.05 4.60 12.07
H -1.84 3.63 11.36
H -3.79 1.70 11.81
H -5.15 1.99 10.67
H -4.98 2.94 12.07
H -3.73 6.82 10.71
H -4.29 5.72 9.71
C -0.49 10.15 9.46
C 0.86 9.94 8.80
C 0.88 10.02 7.22
O 0.31 8.89 6.55
C 0.37 8.90 5.12
N 1.74 10.92 9.36
H -0.52 10.02 10.54
H -1.14 9.35 9.09
H -0.89 11.11 9.14
H 1.31 8.98 9.02
H 1.90 10.13 6.84
H 0.44 10.93 6.82
H 1.40 8.91 4.76
H -0.03 9.80 4.65
H -0.15 8.04 4.71
H 2.40 11.08 8.62
H 1.30 11.83 9.32
C -9.66 5.86 -0.78
C -10.69 4.79 -0.32
C -12.08 4.81 -1.07
O -12.88 3.83 -0.43
C -14.06 3.70 -1.22
N -10.00 3.49 -0.45
H -8.85 5.89 -0.06
H -10.07 6.86 -0.77
H -9.28 5.74 -1.80
H -10.89 5.04 0.72
H -11.89 4.62 -2.13
H -12.57 5.78 -0.98
H -14.72 2.96 -0.77
H -13.75 3.28 -2.18
H -14.54 4.67 -1.38
H -10.42 2.88 0.25
H -10.08 3.03 -1.34
C -0.49 -0.27 4.19
C -1.67 0.13 3.28
C -3.08 -0.47 3.77
O -3.03 -1.89 3.83
C -4.29 -2.43 4.11
N -1.74 1.57 3.05
H -0.58 0.04 5.23
H 0.43 0.17 3.82
H -0.24 -1.33 4.15
H -1.57 -0.17 2.23
H -3.88 -0.15 3.10
H -3.28 0.00 4.73
H -4.69 -2.26 5.11
H -4.23 -3.52 4.07
H -4.97 -2.29 3.28
H -2.10 1.59 2.11
H -0.79 1.76 2.77
C -12.20 -0.25 -0.16
C -13.11 -1.19 0.65
C -14.45 -1.39 -0.13
O -15.11 -0.11 -0.20
C -16.34 -0.18 -0.83
N -12.39 -2.45 0.95
H -12.67 0.70 -0.38
H -11.68 -0.70 -1.00
H -11.37 0.07 0.46
H -13.54 -0.69 1.52
H -15.13 -2.03 0.43
H -14.33 -1.87 -1.10
H -16.26 -0.64 -1.81
H -16.77 0.82 -0.89
H -16.98 -0.83 -0.23
H -12.87 -2.95 1.68
H -12.43 -2.98 0.09
C -3.40 12.31 -0.10
C -4.62 11.88 0.76
C -4.29 10.85 1.86
O -5.55 10.38 2.47
C -5.39 9.12 3.11
N -5.43 12.99 1.20
H -3.00 11.36 -0.47
H -2.66 12.72 0.58
H -3.68 13.06 -0.84
H -5.28 11.30 0.10
H -3.68 11.29 2.65
H -3.68 10.10 1.36
H -5.26 8.33 2.37
H -6.36 8.90 3.56
H -4.63 9.12 3.89
H -6.21 12.58 1.69
H -5.93 13.47 0.46
```